Entry 1:
Entry from the Open Molecules 2025 dataset: a structure of composition C25H43ClLiN2O8SSbSi2 at a distorted geometry (wB97M-V/def2-TZVPD).

```
84
C25H43ClLiN2O8SSbSi2 (wB97M-V/def2-TZVPD)
Sb 7.9331 -19.6801 -5.7273
Cl 5.8786 -16.8155 -4.8631
S 6.5996 -15.3804 -0.0419
Si 2.1623 -20.4277 -7.5605
Si 2.1782 -21.8273 -4.4675
O 7.1362 -17.4405 -4.3766
O 5.9611 -16.2461 -6.2254
O 3.7049 -17.6019 -2.0450
O 1.6473 -18.1713 -1.3488
O 5.4116 -15.7616 -3.9331
O 7.3592 -15.1796 -1.2404
O 4.8725 -17.9585 -4.9581
O 6.4534 -14.3789 0.9613
N 1.2177 -18.3861 -4.3419
N 5.1059 -15.7860 -0.5362
C 1.7767 -21.4596 -2.5986
C 4.0348 -22.1199 -4.3430
C 9.0233 -20.3581 2.1781
C 7.4880 -18.8325 -7.6652
C 7.0373 -18.0457 0.0700
C 1.3536 -23.4546 -5.0461
C 0.8154 -19.3253 -5.2851
C 0.5785 -20.2177 -8.6244
C 0.2646 -17.5799 -3.8836
C 9.7073 -18.3435 -5.7433
C 2.6836 -17.4462 -1.3217
C 3.1011 -18.8724 -7.9250
C 7.6499 -19.1568 0.5521
C 2.8193 -16.2856 -0.3712
C 8.6196 -17.8541 2.3543
C 7.9728 -16.7017 1.9165
C 8.3885 -19.0789 1.7311
C 9.0327 -21.4865 -6.6240
C 4.1429 -16.1505 0.3905
C 2.9362 -22.0669 -8.0504
C -0.5681 -19.4651 -5.6344
C -1.0560 -17.5000 -4.3614
C -1.4986 -18.5072 -5.2251
C 1.6122 -20.4336 -5.6737
C 7.2440 -16.8091 0.7295
Li 3.2137 -17.8435 -3.8252
H 0.0558 -19.2453 -8.6346
H 7.4692 -20.1315 0.1293
H -1.7438 -16.7199 -3.9919
H 3.8103 -22.3529 -7.4209
H 0.3462 -23.3690 -5.4788
H 8.4161 -18.7932 -8.2919
H 3.8689 -18.7067 -7.1514
H 9.6252 -21.9311 -5.8237
H 4.5765 -21.1294 -4.1526
H -0.2222 -20.9966 -8.5474
H 8.2925 -22.1479 -7.1629
H 1.9662 -16.3283 0.3005
H 4.3489 -17.1354 0.9336
H 4.0017 -15.3759 1.1566
H 5.0589 -16.2721 -1.4491
H 9.9036 -20.5718 1.4777
H 10.4203 -18.6014 -6.5653
H 2.5011 -22.1006 -2.0457
H 9.3310 -17.3043 -5.9317
H 9.2600 -17.7930 3.2128
H 4.2080 -22.7196 -3.4750
H 10.2428 -18.4559 -4.7686
H 6.9814 -17.8379 -7.6684
H 2.0116 -23.7734 -5.8547
H 3.3846 -21.9466 -9.0251
H 6.7360 -19.5553 -8.0668
H 6.3714 -18.0812 -0.7731
H 1.3968 -24.2346 -4.2828
H -2.5408 -18.5401 -5.5375
H 2.2244 -22.9148 -8.2214
H 8.3504 -21.2342 2.1039
H 2.7288 -15.3819 -0.9807
H 0.9945 -20.2670 -9.6197
H -0.7300 -20.2821 -6.3190
H 9.4155 -20.2959 3.2248
H 1.8236 -20.4109 -2.2958
H 2.4921 -18.0051 -8.0205
H 9.6697 -20.9623 -7.3572
H 7.9526 -15.7992 2.4560
H 0.7888 -21.8975 -2.3179
H 3.6518 -19.0831 -8.8559
H 0.5873 -16.8570 -3.1735
H 4.4803 -22.6379 -5.2376
```

Properties
E_tot	-91833.9054	eV
orbital gap (spin up / spin down)	4.4 / 4.4	eV
charge	-2

And the Mulliken charges, in e, turn out to be: 0.773 1.595 1.242 0.455 -0.122 -0.642 -0.698 -0.903 -0.705 -0.668 -0.617 -0.653 -0.764 0.631 -0.030 -0.794 -0.971 -1.418 -1.159 -0.609 -1.167 -0.546 -1.429 -0.097 -1.297 0.852 -0.665 -1.073 -1.342 -0.777 -0.365 1.307 -1.322 -0.225 -1.112 -0.738 -1.035 -0.640 1.034 -0.056 1.134 0.348 0.402 0.323 0.275 0.272 0.388 -0.104 0.337 0.070 0.315 0.314 0.387 0.298 0.371 0.138 0.272 0.362 0.315 0.325 0.338 0.489 0.365 0.309 0.311 0.415 0.273 0.645 0.350 0.372 0.240 0.335 0.282 0.394 0.404 0.337 0.040 0.306 0.339 0.546 0.265 0.318 0.252 0.287



Entry 2:
Entry from the Open Molecules 2025 dataset: the molecule C25H43F2I2N4O6P at a distorted geometry (wB97M-V/def2-TZVPD).

```
83
C25H43F2I2N4O6P (wB97M-V/def2-TZVPD)
I -5.9914 -1.3052 -2.8665
I -5.2451 0.0271 0.1899
P 0.2777 -0.1061 1.0926
F -4.4086 2.9876 0.8485
F -2.5295 3.4388 -2.8480
O 0.3039 -0.9161 2.5573
O -3.6617 1.6409 -2.8955
O -1.1667 0.9876 -1.6473
O -3.2895 4.3441 -0.3329
O 1.2748 -0.8503 0.0011
O -0.5037 -0.9442 -2.3893
N -2.8990 2.1321 -0.8116
N -2.2318 3.1095 2.7035
N -2.3209 1.3465 4.2193
N -0.2487 1.9211 3.2938
C -2.8652 -2.6040 1.4670
C -3.0328 -2.1422 -3.0198
C -2.0641 -0.8771 -0.3767
C 2.8709 2.5177 -0.7147
C -3.9601 -1.3638 -2.0782
C -3.0461 2.3414 -2.2264
C -3.4829 3.2230 -0.1099
C 5.1593 1.4459 0.0122
C -2.1478 0.6473 1.9371
C -2.0193 -2.3583 0.1312
C -0.4513 2.7364 -0.2552
C 0.8907 -4.8886 -0.6423
C 5.7700 0.0271 0.3326
C -0.7040 -3.1742 0.2870
C 0.0256 -3.6105 -1.0394
C -1.6692 1.7396 2.9258
C -1.1903 -0.4014 -1.6027
C 1.7026 2.1376 -1.6899
C 0.4210 3.0336 -1.5225
C -3.5749 -0.8133 -0.8886
C 4.7388 -2.1774 -0.6213
C -1.4936 0.3279 0.5435
C -1.5640 1.6371 -0.3838
C 5.7052 -0.9577 -0.8880
C 3.6102 1.2938 -0.0691
H 1.4216 1.0673 -1.6984
H 2.4891 3.2597 0.0185
H -3.5936 -2.8631 -3.6503
H 4.7292 -2.9006 -1.4617
H -0.4113 -1.5834 2.6011
H -2.5814 -1.4080 -3.7310
H 3.6450 3.0560 -1.3142
H -0.8864 3.7299 0.0192
H -2.7683 2.1450 4.6535
H 4.9655 -2.6852 0.3387
H -3.4499 -3.5432 1.3770
H 1.0259 -4.9382 0.4619
H -2.5935 -2.9837 -0.5864
H 5.2968 -0.4487 -1.7900
H -1.9641 3.7035 3.4899
H 3.1461 1.1068 0.9200
H -1.0235 -4.1559 0.7226
H 1.9007 -4.8719 -1.0992
H -0.2118 2.3375 4.2257
H -0.1332 3.1105 -2.4733
H 6.8551 0.1870 0.5428
H -1.6507 0.8814 4.8237
H 6.6955 -1.4046 -1.1170
H -2.1129 -2.8155 2.2670
H -2.2000 -0.2961 2.5191
H 5.5938 1.8151 -0.9368
H 0.0640 -2.8088 0.9941
H 1.7532 -1.5757 0.4474
H 3.4092 0.4173 -0.7252
H 2.0656 2.3588 -2.7230
H 0.3621 -5.8290 -0.9171
H -2.1860 -2.6525 -2.5316
H 0.2203 2.6178 2.7115
H -1.7816 3.5580 1.9043
H 0.2728 2.5544 0.5711
H -3.4911 -1.7383 1.7397
H -0.6709 -3.9632 -1.8202
H 5.3997 2.0785 0.8943
H 3.7126 -1.7494 -0.5662
H 0.8356 4.0594 -1.3484
H -3.2166 0.9113 1.7646
H 5.3216 -0.4357 1.2350
H 0.7571 -2.8579 -1.3752
```

Properties
E_tot	-75788.6644	eV
orbital gap	7.6	eV
charge	0

And the Mulliken charges, in e, turn out to be: 0.020 0.112 -0.239 -0.219 -0.282 -0.601 -0.305 -0.464 -0.417 -0.444 -0.494 1.135 -0.640 -0.711 -0.527 -1.465 -0.839 1.681 -0.791 0.071 0.656 0.415 -0.824 -1.949 0.600 -0.242 -1.293 -0.732 -1.817 0.065 0.381 -1.137 -0.470 -1.614 -1.188 -0.559 1.529 0.663 -0.542 0.232 0.038 0.366 0.587 0.374 0.438 0.275 0.414 0.656 0.249 0.363 0.319 0.343 0.674 0.332 0.369 0.115 0.490 0.327 0.350 0.517 0.355 0.296 0.376 0.451 0.686 0.417 0.633 0.353 -0.313 0.554 0.335 -0.055 0.141 0.127 -0.233 0.269 0.241 0.322 -0.250 0.485 0.109 0.401 -0.047



Entry 3:
Entry from the Open Molecules 2025 dataset: a cluster of 4 separate species, C25H43F8N8O5 in total at a distorted geometry (wB97M-V/def2-TZVPD).

```
89
C25H43F8N8O5 (wB97M-V/def2-TZVPD)
F -3.7657 1.7162 -4.7449
F -2.3531 4.3766 -3.3557
F -4.3114 3.3350 -2.7314
F -2.6650 0.7609 -3.0038
F -0.9185 -0.5428 -4.8484
F -0.1696 1.9786 -3.8769
F -0.0438 0.8390 -6.4373
F -1.3031 3.0219 -5.6238
O -3.0474 1.4275 2.1837
O -2.6265 0.7752 7.0271
O 2.4881 -2.7365 -4.1763
O 6.2154 2.0648 1.4335
O -2.2876 3.9618 -0.5299
N 0.0548 0.7460 0.1175
N 3.0192 -4.5472 -5.3800
N 3.5161 0.8408 -0.6776
N 3.7972 1.3428 -4.6856
N -2.5587 -1.2449 7.9935
N 1.8603 2.3469 0.4365
N -2.9825 -0.5962 3.1504
N 1.2081 0.2258 -0.3923
C -3.5313 0.6361 9.2381
C -0.6936 2.9743 1.2291
C -1.3414 1.9416 -4.7000
C -1.2186 0.0383 0.1152
C 4.6931 1.7416 -0.5532
C -2.6869 1.9203 -3.8464
C 3.3857 -5.9289 -5.6144
C 3.1206 -0.2796 -2.8794
C -0.9906 4.1018 0.0829
C -1.1823 0.6129 -5.6068
C -2.3573 2.8135 -1.3823
C -2.8921 3.1702 -2.8695
C 2.9289 -4.7377 -2.9349
C 2.2956 1.1349 -0.2317
C -3.9547 1.2778 4.3962
C -3.2994 0.7236 3.1645
C 4.2543 0.1178 -3.9653
C -1.3365 -1.3845 -0.0063
C 0.4496 2.0425 0.5958
C 2.7932 -3.9265 -4.1954
C 5.7018 1.2746 0.6250
C -2.7689 -2.2276 9.0367
C 3.7506 -0.4724 -1.3921
C -3.1943 -1.5781 4.1920
C -2.8761 0.0771 8.0048
H -4.1458 2.3421 4.2551
H -3.3985 -3.0248 8.6359
H 5.2424 0.3180 -3.4238
H -3.1649 2.1216 -0.9429
H 2.7837 1.3355 -4.8628
H -2.1817 0.6229 0.2640
H -0.6502 -2.1148 0.5441
H -0.9067 5.1451 0.5368
H -3.2434 -1.7995 9.9164
H -3.2955 1.1553 5.2618
H -3.8243 -2.3746 3.7900
H -2.1227 -1.5446 7.1334
H 4.8529 -0.7080 -1.5208
H 2.3556 0.5779 -2.9157
H -4.4850 0.1356 9.4173
H -1.7993 -2.6463 9.3144
H -1.6203 2.3701 1.5064
H -3.6694 -1.1491 5.0715
H -3.7217 1.6996 9.0943
H 4.3389 -5.9456 -6.1465
H -0.3425 3.5536 2.1395
H 3.9474 -5.1197 -2.8412
H 2.7179 -4.1036 -2.0734
H 1.1354 -0.7027 -0.8200
H 3.2004 -1.3253 -0.8548
H -2.1022 -1.8322 -0.7112
H 2.9087 -3.9382 -6.1786
H 5.9605 0.1599 0.6433
H -1.3558 2.2741 -1.4951
H 2.5278 -1.2199 -3.2001
H 4.2151 1.3824 -5.6341
H 4.4326 2.8463 -0.4868
H -2.2247 -1.9977 4.4703
H 2.2140 -5.5627 -2.9396
H -2.5456 -0.8959 2.2897
H -2.0641 0.4710 -6.3073
H 3.4776 -6.4936 -4.6896
H 4.3179 -0.7352 -4.7225
H 5.3085 1.6252 -1.5203
H -4.9087 0.7761 4.5724
H -2.8728 0.5167 10.1008
H 2.6193 -6.3851 -6.2441
H -0.1771 4.0585 -0.7334
```

Properties
E_tot	-70509.0102	eV
orbital gap	7.9	eV
charge	+1

And the Mulliken charges, in e, turn out to be: -0.313 -0.293 -0.322 -0.229 -0.200 -0.224 -0.266 -0.282 -0.644 -0.711 -0.635 -0.450 -0.395 0.218 -0.206 0.302 -0.624 -0.098 -0.633 0.043 -0.129 -1.433 0.267 0.558 0.346 -0.577 0.535 -0.894 0.526 -0.566 0.038 0.045 0.731 -1.316 0.465 -1.369 0.872 -0.477 -1.251 0.117 0.782 0.130 -0.884 -1.529 -0.952 0.901 0.320 0.291 0.249 0.240 0.190 0.443 0.351 0.305 0.328 0.372 0.321 0.178 0.536 -0.143 0.387 0.307 -0.258 0.299 0.319 0.304 0.577 0.397 0.174 0.244 0.412 0.235 0.254 0.294 -0.196 0.387 0.287 0.381 0.293 0.404 0.084 0.270 0.346 0.238 0.243 0.371 0.377 0.295 0.318



Q: Which of these has the highest E_tot?
A: C25H43F8N8O5



Q: The highest E_tot belongs to which entry?
A: C25H43F8N8O5